A structure of composition C5H8FKO4 at a distorted geometry, computed with the ωB97M-V functional and the def2-TZVPD basis.

Each line ends with the Mulliken charge.
Atoms and positions in Å:
C: -3.037 -0.715 0.508  -0.182
O: -1.818 0.004 0.342  -0.371
C: -3.797 -0.138 1.680  -1.204
H: -3.638 -0.646 -0.413  0.311
H: -2.797 -1.779 0.681  0.279
H: -4.732 -0.697 1.820  0.382
H: -3.209 -0.213 2.605  0.292
H: -4.046 0.917 1.500  0.312
C: -0.657 1.143 -2.422  0.622
O: -1.498 0.227 -1.964  -0.327
C: -0.992 -0.368 -0.742  0.280
C: 0.377 0.303 -0.599  -0.331
O: 0.383 1.298 -1.629  -0.336
O: -0.683 1.534 -3.568  -0.571
F: -2.633 -1.264 -5.664  -0.919
H: -0.979 -1.461 -0.836  0.360
H: 0.483 0.798 0.371  0.255
H: 1.214 -0.385 -0.753  0.237
K: -1.719 0.618 -6.363  0.914

**Energy above the lowest of the compared OMol25 structures with the same formula, charge and spin**: 0.000 eV
**LUMO level**: -0.00274 Ha
**Frontier orbital gap**: 8.451 eV
**HOMO energy**: -8.525 eV

---

The molecule C5H8FN at a distorted geometry, computed with the ωB97M-V functional and the def2-TZVPD basis.

Each line ends with the Mulliken charge.
Atoms and positions in Å:
C: 0.035 -0.602 0.775  0.470
C: -1.227 0.140 0.347  -0.573
C: -0.544 0.788 -0.899  -0.653
C: 1.050 0.522 0.680  -0.413
C: 0.639 -1.088 -0.536  -0.396
H: -2.063 -0.490 0.110  0.327
H: -1.420 0.929 1.065  0.320
H: -0.980 0.486 -1.834  0.371
H: -0.668 1.874 -0.772  0.324
H: 2.047 0.207 0.912  0.300
H: 0.776 1.550 0.932  0.275
H: 1.592 -1.599 -0.510  0.310
H: -0.028 -1.637 -1.267  0.231
N: 0.855 0.406 -0.828  -0.505
F: -0.063 -1.488 1.824  -0.386

**Energy above the lowest of the compared OMol25 structures with the same formula, charge and spin**: 1.269 eV
**LUMO level**: 0.03768 Ha
**Frontier orbital gap**: 10.499 eV
**HOMO energy**: -9.474 eV

---

A cluster of 2 separate species, C5H8FN2 in total at a distorted geometry, computed with the ωB97M-V functional and the def2-TZVPD basis.

Each line ends with the Mulliken spin population.
Atoms and positions in Å:
C: 0.618 0.609 0.256  0.322
C: 0.989 -0.660 -0.008  0.348
C: -1.139 -0.443 -0.345  0.556
C: 2.267 -1.412 0.111  0.015
C: -1.496 1.997 0.146  0.002
N: -0.745 0.722 0.039  0.076
N: -0.255 -1.366 -0.337  -0.056
F: -3.382 -0.889 -0.583  0.675
H: 1.097 1.558 0.391  0.005
H: 2.292 -1.606 1.131  0.041
H: 2.134 -2.196 -0.529  0.002
H: 3.217 -0.774 -0.145  0.009
H: -1.352 2.617 -0.827  0.004
H: -2.601 1.785 0.172  -0.001
H: -1.267 2.454 1.127  0.002
H: -0.377 -2.395 -0.599  -0.001

**Energy above the lowest of the compared OMol25 structures with the same formula, charge and spin**: 0.902 eV
**LUMO level (spin up / spin down)**: -0.14582 / -0.32225 Ha
**Frontier orbital gap (spin up / spin down)**: 9.924 / 5.284 eV
**HOMO energy (spin up / spin down)**: -13.892 / -14.053 eV
**Spin multiplicity**: 3
**Net charge**: +1

---

The molecule C5H8FNO, computed with the ωB97M-V functional and the def2-TZVPD basis.

Each line ends with the Mulliken charge.
Atoms and positions in Å:
C: -1.663 0.515 -0.792  -1.323
C: -0.361 -0.251 -0.671  -0.114
C: 0.362 -0.709 1.265  -0.864
C: 0.671 0.414 0.272  1.416
C: 2.102 0.461 -0.244  -0.377
H: -2.066 0.802 0.206  0.324
H: -2.421 -0.089 -1.310  0.366
H: -1.518 1.433 -1.379  0.324
H: 0.035 -0.515 -1.676  0.350
H: -1.319 -1.685 0.490  0.252
H: 1.209 -1.283 1.693  0.303
H: -0.240 -0.308 2.074  0.309
H: 2.625 1.423 -0.051  0.363
N: -0.383 -1.431 0.230  -0.488
O: 2.625 -0.464 -0.811  -0.460
F: 0.344 1.687 0.705  -0.382

**Energy above the lowest of the compared OMol25 structures with the same formula, charge and spin**: 1.942 eV
**LUMO level**: 0.03016 Ha
**Frontier orbital gap**: 10.275 eV
**HOMO energy**: -9.454 eV

---

The molecule C5H8FNO at a distorted geometry, computed with the ωB97M-V functional and the def2-TZVPD basis.

Each line ends with the Mulliken charge.
Atoms and positions in Å:
C: -0.759 -0.928 -0.110  0.075
C: -1.244 0.440 0.067  -0.822
C: -0.212 1.385 -0.512  0.093
C: 1.106 0.563 -0.390  -0.130
C: 0.766 -0.805 -0.099  -0.425
H: -0.294 -1.699 1.678  0.388
H: -1.168 -1.394 -1.048  0.355
H: -2.254 0.680 -0.486  0.308
H: -1.153 0.582 1.161  0.328
H: -0.381 2.359 -0.072  0.398
H: 1.988 1.109 -0.931  0.307
H: 2.370 -0.373 1.061  0.281
H: 1.580 -1.493 -0.447  0.373
N: 1.366 -0.006 1.019  -0.606
O: -1.138 -1.762 0.970  -0.605
F: -0.572 1.343 -1.861  -0.318

**Energy above the lowest of the compared OMol25 structures with the same formula, charge and spin**: 3.358 eV
**LUMO level**: 0.02836 Ha
**Frontier orbital gap**: 10.657 eV
**HOMO energy**: -9.886 eV

---

A structure of composition C5H8IN2 at a distorted geometry, computed with the ωB97M-V functional and the def2-TZVPD basis.

Each line ends with the Mulliken charge.
Atoms and positions in Å:
C: 0.432 -0.230 0.149  0.587
C: 1.676 -1.429 1.612  -0.117
C: 0.398 -0.844 1.977  -0.331
C: -0.022 0.513 -2.122  -0.965
C: -1.332 1.365 -0.198  -1.096
N: 0.921 -1.406 0.429  -0.264
N: -0.274 0.452 -0.605  -0.011
I: -3.208 0.218 0.242  0.197
H: 2.475 -0.651 1.709  0.219
H: 2.146 -2.491 1.938  0.281
H: -0.608 -1.181 2.211  0.278
H: 0.670 -0.213 -2.306  0.400
H: 0.289 1.548 -2.251  0.382
H: -0.975 0.381 -2.542  0.376
H: -1.193 1.896 0.705  0.534
H: -1.397 2.072 -0.948  0.529

**Energy above the lowest of the compared OMol25 structures with the same formula, charge and spin**: 5.850 eV
**LUMO level**: -0.17578 Ha
**Frontier orbital gap**: 8.833 eV
**HOMO energy**: -13.616 eV
**Net charge**: +1

---

no.,E (eV)
1,-32547.6995
2,-9520.5196
3,-10998.8359
4,-11568.4781
5,-11567.0619
6,-16382.5773